[1]
The following is a quantum chemistry calculation of a cluster of 2 separate species, C15H19ClN3O8S in total, from OMol25.

The geometry in XYZ format:
```
47
Properties=species:S:1:pos:R:3:forces:R:3
C -5.2882 1.7033 -1.7779 0.0652 0.3037 -0.0546
C -4.4491 0.5296 -1.3190 -0.1469 0.2072 -0.7635
C -4.9480 -0.1070 -0.0502 0.2032 -0.1384 0.4958
O -3.0630 1.0417 -1.1752 0.1479 -0.4741 0.1952
C -2.2009 0.0229 -1.2007 0.0027 -3.1090 -0.4139
N -0.8221 0.3983 -0.8171 1.2255 1.2561 -1.1690
N 0.0247 0.2980 -1.7449 -2.7095 0.3227 -0.2492
C 1.2748 1.0090 -1.5879 1.1705 -0.2761 1.4547
O 1.6962 1.5606 -0.5944 -0.6969 -0.3991 -1.0656
O 1.9301 0.9202 -2.7674 0.2141 0.3236 0.7476
C 3.2383 1.6021 -2.7691 -0.4292 0.5979 -0.1494
C 3.6640 1.8240 -4.2091 -0.1748 -0.0521 -0.1941
C 4.2888 0.8727 -1.9804 0.1943 -0.3931 0.4311
O -2.5328 -1.1375 -1.3925 0.7791 2.6028 -0.1325
H -6.3368 1.3946 -1.8640 0.2082 0.0301 0.0506
H -5.2261 2.5412 -1.0707 -0.0315 -0.1932 -0.1263
H -4.9585 2.0511 -2.7635 -0.0268 -0.0016 0.2044
H -4.4338 -0.2380 -2.1082 0.1098 0.3461 0.2577
H -6.0057 -0.3620 -0.1761 0.1397 0.0499 0.0174
H -4.3975 -1.0331 0.1562 -0.1357 0.2807 0.0643
H -4.8515 0.5841 0.7995 -0.0408 -0.1798 -0.1810
H 3.0808 2.5825 -2.2981 -0.0758 -0.2284 -0.0808
H 4.6244 2.3532 -4.2092 -0.1741 -0.1052 0.0148
H 3.7940 0.8832 -4.7565 -0.0594 0.1052 0.1695
H 2.9426 2.4445 -4.7472 0.0195 -0.1241 0.0514
H 5.2341 1.4134 -2.0994 -0.1020 -0.0987 0.0240
H 4.0428 0.8672 -0.9129 0.0491 -0.1427 -0.2652
H 4.4345 -0.1537 -2.3411 -0.0887 0.1934 0.0787
O 1.7479 1.5627 5.6772 1.1414 -0.8189 -1.8413
N 2.3565 1.1239 4.6718 1.0745 2.0844 1.3266
O 3.4364 1.6139 4.2639 -2.0115 -0.9639 0.7592
C 1.7866 0.0210 3.9576 -0.9125 -1.4340 -1.1336
C 2.4173 -0.4797 2.8016 -0.0810 0.1901 0.3953
C 1.8375 -1.5268 2.0837 -0.2050 0.0997 0.3599
C 0.6143 -2.0726 2.5072 0.0239 0.3993 0.0423
S -0.1659 -3.4319 1.5757 -1.8142 1.7944 -2.7745
C -0.9428 -2.7055 0.1984 2.5456 1.6599 2.2016
Cl -1.7313 -3.7778 -0.8010 -0.8805 -1.7209 -1.0967
O 0.9075 -4.2638 1.0876 0.6043 -0.8640 0.8402
O -1.1773 -3.9723 2.4570 0.3903 -0.9110 1.3134
C -0.0067 -1.5879 3.6699 0.3565 0.1019 -0.1905
C 0.5696 -0.5400 4.3868 0.4394 0.2241 0.0044
H 3.3591 -0.0346 2.4893 -0.2363 -0.1165 0.0313
H 2.3523 -1.9265 1.2094 -0.3361 0.0499 0.1959
H -1.2831 -1.6854 0.2246 -0.0543 -0.4069 0.6937
H -0.9307 -2.0363 4.0326 0.2143 0.0326 -0.3092
H 0.0967 -0.1465 5.2838 0.1045 -0.1039 -0.2300
```
Forces are in eV/Å.

Output
M   436.8 g/mol
HOMO level   -2.41 eV
Kohn-Sham gap   3.875 eV
Total charge   -1
LUMO level   1.5 eV

These are the Mulliken partial charges, in e, on atoms 1 to 6:
1. C -1.432
2. C 0.794
3. C -1.319
4. O -0.421
5. C 0.541
6. N -0.056

=====

[2]
The following is a quantum chemistry calculation of a structure of composition C4H5InO6, from OMol25.

The geometry in XYZ format:
```
16
Properties=species:S:1:pos:R:3:forces:R:3
H 1.6978 0.7756 0.0422 -0.1365 -0.2962 0.1764
C 1.4428 -0.2146 -0.3747 0.4183 0.8481 -0.9146
C 0.6216 0.0274 -1.6317 -0.2582 -0.4747 -0.8855
O -0.5042 0.8997 -1.4601 -0.2325 0.7597 -1.0147
C -1.5842 0.6164 -0.7296 4.6320 2.0940 3.5248
O -1.8557 -0.6018 -0.5433 -2.9864 -0.7401 -1.8965
O -1.8376 1.5490 0.0925 -0.6326 -1.0456 0.4382
In -0.9082 -1.8496 0.5754 -1.2411 -2.2538 -0.7792
O 0.7712 -0.9582 0.6044 2.5012 0.5457 0.0472
H 2.3983 -0.6772 -0.6786 -0.4084 -0.0494 0.2009
H 0.2673 -0.8925 -2.1133 0.1942 -0.1790 0.1656
H 1.2507 0.5364 -2.3722 -0.1750 -0.0827 0.2486
H -0.9401 1.3665 1.3371 0.2925 -0.7082 0.6771
O -0.8238 -1.2017 2.4142 0.8185 -0.0603 2.2374
O -0.1139 0.9499 2.3945 0.1226 -2.2618 -2.2041
C 0.1178 -0.3253 2.4433 -2.9083 3.9045 -0.0217
```
Forces are in eV/Å.

Output
Expectation value of S²   0.76
M   263.9 g/mol
HOMO level (spin up / spin down)   -13.91 / -15.02 eV
Kohn-Sham gap (spin up / spin down)   5.827 / 6.845 eV
Total charge   +1
2S+1   2
LUMO level (spin up / spin down)   -8.1 / -8.2 eV
Energy above the lowest of the compared OMol25 structures with the same formula, charge and spin   4.827 eV

These are the Mulliken partial charges, in e, on atoms 1 to 6:
1. H 0.298
2. C -0.214
3. C -0.652
4. O -0.268
5. C 0.831
6. O -0.541

=====

[3]
The following is a quantum chemistry calculation of a structure of composition C5H8O2, from OMol25.

The geometry in XYZ format:
```
15
Properties=species:S:1:pos:R:3:forces:R:3
C -0.4830 -1.5854 0.6903 -0.0300 -0.0387 0.1655
C -0.3775 -0.4140 -0.2812 0.8002 -0.1590 -0.0117
O -1.2762 -0.6373 -1.3546 0.1707 -0.0384 -0.4513
C -0.7120 0.9230 0.3397 2.2309 3.0092 -0.0967
O 0.5560 1.9850 0.0373 -1.6278 -0.1169 1.3330
C 1.0351 -0.2558 -0.7505 0.4517 -0.8418 0.2987
C 1.8022 0.7136 -0.5633 0.1442 -2.1093 -1.6449
H -1.5319 -1.7855 0.9350 0.1224 0.0777 -0.0239
H 0.0739 -1.3872 1.6122 -0.0529 -0.0296 -0.1395
H -0.0543 -2.4679 0.2059 -0.1373 0.1506 0.1176
H -0.7087 -0.7320 -2.1296 -0.2801 -0.0655 -0.0895
H -0.7634 1.0227 1.4155 -0.2577 -0.4110 0.1098
H -1.4856 1.4720 -0.1836 -0.1239 -0.1671 0.0902
H 1.1312 2.0884 0.8227 -1.0923 0.0224 0.0415
H 2.7941 1.0603 -0.7959 -0.3181 0.7176 0.3011
```
Forces are in eV/Å.

Output
M   100.1 g/mol
HOMO level   -8.21 eV
Kohn-Sham gap   8.818 eV
Total charge   0
LUMO level   0.6 eV
Energy above the lowest of the compared OMol25 structures with the same formula, charge and spin   5.089 eV

These are the Mulliken partial charges, in e, on atoms 1 to 6:
1. C -1.502
2. C 1.912
3. O -0.572
4. C -0.753
5. O -0.534
6. C -0.912

=====

[4]
The following is a quantum chemistry calculation of a structure of composition C15H25MoN4S3, from OMol25.

The geometry in XYZ format:
```
48
Properties=species:S:1:pos:R:3:forces:R:3
Mo 0.2719 0.4810 -0.3123 0.1607 -0.1207 -0.0045
S 1.9188 -0.9417 -0.5695 -0.1187 0.0843 -0.0153
C 1.8310 -1.6013 -2.1933 0.0305 -0.0363 -0.0228
C 2.7910 -2.4946 -2.6551 -0.0206 0.0128 0.0316
C 2.6999 -2.9476 -3.9663 0.0032 -0.0006 -0.0070
C 1.6812 -2.4997 -4.7962 -0.0014 0.0099 -0.0029
C 0.7274 -1.5904 -4.3360 0.0152 0.0006 0.0148
C 0.8122 -1.1527 -3.0283 -0.0252 -0.0232 -0.0181
S -0.3599 0.0040 -2.3677 0.0278 0.0250 0.0644
H 3.5936 -2.8256 -2.0083 0.0040 0.0010 0.0013
H 3.4347 -3.6461 -4.3421 0.0004 -0.0026 -0.0034
H 1.6269 -2.8508 -5.8178 0.0002 -0.0053 -0.0016
H -0.0545 -1.2324 -4.9934 -0.0059 -0.0006 0.0005
C -3.2011 -1.0243 2.2443 -0.0105 0.0022 0.0079
C -2.3137 -0.0983 1.3885 -0.0155 0.0309 -0.0185
N -1.0129 -0.7622 1.0704 0.0498 0.0461 -0.0625
C -1.3093 -2.1162 0.5030 0.0081 -0.0317 -0.0234
C -1.9370 -3.0212 1.5808 -0.0073 -0.0056 -0.0031
N -2.3394 -2.1484 2.7342 -0.0229 -0.0242 0.0359
C -1.1210 -1.6003 3.4178 0.0053 -0.0087 0.0020
C -0.2403 -0.9385 2.3393 0.0064 0.0171 0.0276
H -4.0218 -1.4598 1.6773 0.0112 -0.0026 -0.0081
H -3.6103 -0.5076 3.1101 -0.0119 0.0029 -0.0121
H -2.1023 0.8292 1.9214 0.0066 -0.0187 0.0100
H -2.8199 0.1409 0.4534 -0.0117 0.0051 0.0206
H -0.3810 -2.5511 0.1400 -0.0322 -0.0073 -0.0112
H -1.9755 -1.9814 -0.3473 -0.0001 -0.0011 0.0105
H -1.2419 -3.7677 1.9611 0.0053 0.0125 0.0059
H -2.8282 -3.5281 1.2159 0.0131 -0.0142 -0.0063
H -2.8717 -2.7079 3.4048 -0.0005 0.0031 -0.0043
H -0.6065 -2.4256 3.9060 0.0063 0.0150 0.0084
H -1.4581 -0.8998 4.1797 -0.0032 0.0034 -0.0122
H 0.6337 -1.5479 2.1148 -0.0074 -0.0025 0.0006
H 0.1020 0.0379 2.6880 0.0180 -0.0193 0.0040
C -1.0691 2.9581 -0.5336 -0.0445 0.0243 -0.0067
N -0.1381 3.9830 -0.1366 -0.0131 -0.0026 -0.0224
C 1.1736 3.7841 0.0134 0.0408 0.0099 0.0244
S 1.8997 2.1830 -0.0515 -0.0728 0.0233 -0.0005
N 1.9760 4.7987 0.2273 -0.0319 -0.0265 0.0041
C 3.4316 4.7268 0.4342 0.0131 -0.0013 -0.0062
H -2.0618 3.3893 -0.6450 0.0037 -0.0013 0.0024
H -1.1762 2.1992 0.2723 0.0155 0.0162 0.0085
H -0.8018 2.5198 -1.4987 -0.0074 0.0131 -0.0142
H -0.4870 4.9318 -0.1101 -0.0012 -0.0048 0.0051
H 1.5673 5.7241 0.2700 0.0035 0.0027 -0.0185
H 3.8925 4.1264 -0.3461 0.0033 0.0062 0.0038
H 3.6559 4.3133 1.4156 0.0129 -0.0044 -0.0090
H 3.8194 5.7386 0.3714 0.0011 -0.0014 0.0206
```
Forces are in eV/Å.

Output
M   453.5 g/mol
HOMO level (spin up / spin down)   -17.11 / -17.12 eV
Kohn-Sham gap (spin up / spin down)   6.505 / 6.289 eV
Total charge   +3
LUMO level (spin up / spin down)   -10.6 / -10.8 eV
Energy above the lowest of the compared OMol25 structures with the same formula, charge and spin   0.163 eV

These are the Mulliken partial charges, in e, on atoms 1 to 6:
1. Mo -0.219
2. S -0.010
3. C 0.714
4. C -0.626
5. C -0.619
6. C -0.537